[1]
C28H35BClN4O11PSi2 as an isolated structure in a non-equilibrium geometry. Source: OMol25; level of theory: wB97M-V/def2-TZVPD.

```
83
Properties=species:S:1:pos:R:3
Cl -2.32305 -2.09130 -0.35413
P 1.11464 -4.18031 0.25674
Si 4.55514 -1.97148 1.63142
Si 1.68822 -2.48852 1.57517
O 6.20528 -5.01787 -0.84683
O 3.01318 -1.54511 1.08955
O 6.82178 2.32760 2.24387
O 2.26611 -5.04104 -0.24153
O -3.36873 3.32893 0.28257
O 8.60452 2.00066 3.41636
O -9.96258 3.70082 -1.76870
O 1.49073 -2.20015 4.45544
O 1.79557 -4.55454 3.69107
O -10.24905 2.82585 0.19464
O -2.42644 1.84200 -0.96710
N 8.03342 2.32327 2.38901
N 5.98931 -0.68079 -1.67764
N -10.59215 3.02577 -0.96506
N -3.41041 2.40530 -0.51054
C -5.87251 2.57918 -0.48271
C -0.88111 -1.17935 -0.97954
C 4.85963 -1.68568 3.50045
C 5.36091 -0.29021 -0.61929
C 5.98039 -3.70246 -0.24900
C -12.59599 1.65396 -0.53383
C 5.03940 -1.66713 4.71098
C 5.75514 -0.67613 0.83809
C -6.06690 0.45077 -2.26946
C -4.81814 0.87573 -1.83806
C 10.41568 3.45223 -0.92057
C -13.41775 1.97855 -3.17559
C -11.84098 2.41041 -1.42191
C -7.11886 2.15124 -0.92051
C -4.73000 1.94054 -0.95069
C 0.04220 -0.51703 0.11703
C -12.24620 2.58280 -2.74012
C -13.76785 1.05514 -0.97612
C 8.24487 3.12309 0.06451
C -7.21438 1.09058 -1.81457
C 10.24365 2.70190 1.35971
C 9.02983 3.48616 -1.02161
C 0.17021 -1.28361 1.49823
C 5.18266 -3.70644 1.23664
C 11.02193 3.06372 0.26844
C 8.85896 2.72891 1.24680
C -14.17520 1.21396 -2.29573
C 5.01940 -4.17092 -1.53515
B 1.67368 -3.17408 3.41541
H 6.75600 -2.85196 -0.44304
H 8.56147 3.79242 -1.94965
H 5.53352 -1.55727 5.70646
H 5.39236 -3.19333 -2.06003
H -0.77579 -1.76342 1.87830
H 0.34703 -3.69992 -0.84545
H 4.49061 0.41959 -0.76521
H 7.16593 3.15002 -0.02607
H -3.93101 0.37180 -2.20149
H 6.06730 -3.98955 1.89755
H 0.43721 -0.48750 2.27292
H 1.08159 -0.43929 -0.34499
H -1.29701 -0.32450 -1.60233
H -8.01829 2.64416 -0.57092
H -0.26870 -1.78889 -1.71568
H 0.27882 -5.03470 1.07517
H 2.30997 -4.93694 2.94945
H 11.02647 3.72898 -1.77319
H -15.08720 0.73858 -2.64047
H -12.28616 1.52118 0.49546
H -14.36307 0.46060 -0.29304
H -8.18908 0.76130 -2.15963
H -6.14684 -0.37753 -2.96390
H 5.60575 0.25704 1.47693
H 12.10288 3.04009 0.34321
H -11.66364 3.17631 -3.43388
H 6.83252 -0.97745 0.97766
H -13.73996 2.10084 -4.20308
H -5.80853 3.40602 0.21374
H 10.72622 2.40072 2.28125
H 0.52912 -1.99881 4.49411
H 4.41592 -4.52414 1.15550
H 5.28341 -4.78732 -2.43394
H 5.51636 -0.27882 -2.50565
H -0.28335 0.54680 0.30779
```

Output
**Highest occupied orbital energy**: -7.63 eV
**Total charge**: 0
**Total energy**: -3539.59473 hartree

---

[2]
C13H43BeN2O13S4 as an isolated structure in a non-equilibrium geometry. Source: OMol25; level of theory: wB97M-V/def2-TZVPD.

```
76
Properties=species:S:1:pos:R:3
S 35.71751 -15.44020 27.65958
S 42.52571 -19.01991 28.13007
S 31.57090 -24.79205 27.23109
S 41.18969 -28.14629 28.99458
O 32.54355 -25.76986 28.17691
O 31.58946 -23.43629 27.69532
O 34.51866 -14.35807 27.26336
O 31.95877 -24.99081 25.86258
O 36.98482 -14.78300 28.07114
O 42.52195 -27.60673 28.76833
O 43.35924 -20.20932 27.72204
O 42.56440 -18.92358 29.73637
O 41.44202 -29.68169 29.65446
O 41.11111 -18.90502 27.69382
O 37.04851 -22.19092 25.95875
O 40.11352 -28.17508 27.99818
O 35.75163 -16.55192 26.68684
N 34.13436 -22.45049 22.39706
N 38.58313 -25.00651 22.62906
C 40.87761 -31.97024 30.08920
C 34.85379 -16.20682 29.07723
C 32.54763 -13.43689 26.72599
C 40.35764 -30.57680 29.97720
C 34.14740 -27.55713 28.68748
C 42.59834 -20.97567 30.76656
C 33.33919 -14.73966 26.60572
C 33.19222 -26.96449 27.56914
C 40.47457 -27.24177 30.40174
C 29.90354 -25.51916 27.50682
C 36.73736 -22.39530 27.32121
C 43.45518 -17.41574 27.99291
C 41.79724 -19.76156 30.42220
Be 38.80994 -18.99725 23.76259
H 37.81980 -24.84401 21.98795
H 35.51203 -16.78581 29.72499
H 32.85942 -15.58538 27.09834
H 37.09010 -21.43076 27.68636
H 40.93175 -20.08280 29.84269
H 43.22177 -21.30044 29.93352
H 34.19186 -16.95506 28.64123
H 34.66508 -22.51896 23.25365
H 39.61400 -27.73896 30.84929
H 32.44273 -13.19785 27.78427
H 39.61021 -30.63044 29.18564
H 41.24582 -27.12799 31.16354
H 41.49871 -19.19373 31.30342
H 34.40812 -23.13156 21.70331
H 39.89353 -30.19734 30.88754
H 40.04669 -32.65041 30.27639
H 33.04367 -12.58279 26.26496
H 33.14707 -22.42090 22.60800
H 43.35801 -20.64615 31.47539
H 33.69370 -26.74173 26.62734
H 33.56696 -27.71714 29.59610
H 32.58849 -27.83782 27.32232
H 34.50381 -28.58480 28.61702
H 37.41034 -23.09977 27.81001
H 40.23701 -26.27481 29.95828
H 41.17192 -32.21274 29.06808
H 29.07848 -24.85882 27.23973
H 29.88695 -25.81008 28.55715
H 42.18201 -21.84441 31.27653
H 41.69759 -31.98638 30.80715
H 43.71192 -17.27397 26.94311
H 35.71455 -22.63345 27.61316
H 39.45572 -24.65834 22.25829
H 35.01751 -26.90621 28.77298
H 31.55258 -13.51671 26.28825
H 38.46972 -24.44587 23.46147
H 38.61181 -25.99599 22.82955
H 42.86363 -16.55435 28.30304
H 44.34001 -17.50042 28.62379
H 34.26821 -15.43671 29.57935
H 34.35359 -21.51160 22.09620
H 30.00466 -26.30938 26.76290
H 33.49042 -15.04400 25.57006
```

Output
**Highest occupied orbital energy**: -15.61 eV
**Total charge**: +3
**Energy above the lowest of the compared OMol25 structures with the same formula, charge and spin**: 661.4 kJ/mol
**Total energy**: -3214.75126 hartree